The following is a DFT calculation (wB97M-V/def2-TZVPD) of 2 unconnected molecules or ions with the total composition C4H10O.

Atoms and positions in Å:
C 0.211 1.323 0.385
C 0.299 0.253 -0.408
C 1.391 -0.773 -0.246
C -0.682 -0.002 -1.522
H -0.569 2.071 0.255
H 0.936 1.508 1.174
H 0.973 -1.785 -0.199
H 1.975 -0.599 0.663
H 2.074 -0.749 -1.104
H -0.197 0.114 -2.499
H -1.065 -1.028 -1.476
H -1.532 0.686 -1.476
O -1.617 -0.536 2.195
H -1.266 -0.105 1.406
H -0.932 -0.378 2.854

As for the SMILES: C=C(C)C.O. The gap between HOMO and LUMO comes out at 10.606 eV. As for the HOMO energy: -9.711 eV. The calculation puts the relative energy (zero: lowest compared OMol25 entry of this formula, charge and spin) at 57.5 kJ/mol.

---

The following is a DFT calculation (wB97M-V/def2-TZVPD) of 2 unconnected molecules or ions with the total composition C4H10O.

Atoms and positions in Å:
C -2.261 -0.227 -0.013
C -0.948 0.206 0.342
C 0.266 -0.608 -0.025
C 1.586 0.149 0.056
O 2.631 -0.806 -0.050
H -2.400 -0.919 -0.838
H -3.133 0.152 0.511
H -1.531 0.909 -0.569
H -0.495 1.600 -0.543
H -0.875 0.770 1.271
H 0.140 -1.053 -1.019
H 0.287 -1.442 0.692
H 1.630 0.898 -0.747
H 1.634 0.695 1.016
H 3.468 -0.323 -0.082

The gap between HOMO and LUMO comes out at 8.144 eV. As for the HOMO energy: -7.281 eV. The calculation puts the relative energy (zero: lowest compared OMol25 entry of this formula, charge and spin) at 530.8 kJ/mol.

---

The following is a DFT calculation (wB97M-V/def2-TZVPD) of 2 unconnected molecules or ions with the total composition C4H10O.

Atoms and positions in Å:
C 2.076 0.037 -0.361
C 0.718 -0.602 -0.279
C -0.426 -0.004 -0.616
C -1.793 -0.614 -0.493
H 2.003 1.130 -0.371
H 2.608 -0.272 -1.268
H 2.701 -0.251 0.492
H 0.677 -1.629 0.090
H -0.387 1.023 -0.988
H -2.183 -0.911 -1.473
H -1.775 -1.500 0.150
H -2.495 0.101 -0.052
O -0.791 1.097 2.056
H -0.260 0.473 1.541
H -0.674 1.923 1.572

As for the SMILES: C/C=C/C.O. The gap between HOMO and LUMO comes out at 10.553 eV. As for the HOMO energy: -9.509 eV. The calculation puts the relative energy (zero: lowest compared OMol25 entry of this formula, charge and spin) at 70.6 kJ/mol.

---

The following is a DFT calculation (wB97M-V/def2-TZVPD) of 2 unconnected molecules or ions with the total composition C4H10O.

Atoms and positions in Å:
C -0.192 0.801 -1.810
O -0.801 0.413 -0.704
C -0.244 -0.007 0.386
C 1.216 0.193 0.558
C -1.177 -0.342 1.504
H 0.292 -1.453 -1.738
H 0.838 1.128 -1.758
H -0.875 1.134 -2.577
H 0.205 -1.833 -1.085
H 1.469 1.269 0.568
H 1.781 -0.249 -0.275
H 1.561 -0.253 1.494
H -0.838 -1.231 2.046
H -2.179 -0.536 1.113
H -1.249 0.477 2.235

The gap between HOMO and LUMO (spin up / spin down) comes out at 8.153 / 7.930 eV. As for the HOMO energy (spin up / spin down): -7.080 / -6.843 eV. The calculation puts the relative energy (zero: lowest compared OMol25 entry of this formula, charge and spin) at 400.9 kJ/mol.

---

The following is a DFT calculation (wB97M-V/def2-TZVPD) of a single C4H10O2 molecule.

Atoms and positions in Å:
O 2.105 -0.625 0.208
C 1.546 0.593 0.674
C 0.603 1.250 -0.328
C -0.550 0.358 -0.807
C -1.385 -0.196 0.348
O -2.152 -1.329 -0.069
H 1.457 -1.090 -0.340
H 1.057 0.450 1.648
H 2.372 1.244 0.872
H 0.181 2.149 0.127
H 1.233 1.576 -1.144
H -0.180 -0.512 -1.351
H -1.136 0.977 -1.496
H -1.967 0.585 0.843
H -0.698 -0.619 1.071
H -2.846 -1.028 -0.665

As for the SMILES: OCCCCO. The gap between HOMO and LUMO comes out at 11.049 eV. As for the HOMO energy: -10.193 eV. The calculation puts the relative energy (zero: lowest compared OMol25 entry of this formula, charge and spin) at 96.1 kJ/mol.

---

The following is a DFT calculation (wB97M-V/def2-TZVPD) of a single C4H10O2 molecule.

Atoms and positions in Å:
C 2.280 -0.268 -0.116
O 1.191 -1.055 -0.559
C 0.016 -0.306 -0.842
C -0.703 0.078 0.447
C -1.952 0.905 0.206
O -1.072 -1.098 1.142
H 3.138 -0.927 0.043
H 2.560 0.488 -0.864
H 2.067 0.248 0.830
H -0.642 -0.963 -1.425
H 0.247 0.576 -1.461
H -0.011 0.677 1.065
H -2.389 1.209 1.161
H -2.701 0.324 -0.341
H -1.717 1.811 -0.364
H -0.315 -1.699 1.078

As for the SMILES: COC[C@@H](C)O. The gap between HOMO and LUMO comes out at 10.788 eV. As for the HOMO energy: -9.805 eV. The calculation puts the relative energy (zero: lowest compared OMol25 entry of this formula, charge and spin) at 98.9 kJ/mol.

---

The following is a DFT calculation (wB97M-V/def2-TZVPD) of 2 unconnected molecules or ions with the total composition C4H10O2 at a distorted geometry.

Atoms and positions in Å:
C -0.327 -1.441 -2.930
C 0.486 -0.654 -1.893
C 1.251 0.537 -2.458
C -0.480 -0.211 -0.797
O -0.565 -0.748 0.265
H 0.312 -2.216 -3.360
H -1.125 -2.018 -2.450
H -0.807 -0.763 -3.636
H 1.184 -1.235 -1.294
H 2.273 0.283 -2.729
H 0.774 1.093 -3.261
H 1.414 1.260 -1.642
H -1.113 0.657 -1.072
O -0.341 2.030 6.688
H -0.205 2.158 5.742
H -1.134 1.486 6.759

As for the SMILES: CC(C)C=O.O. The gap between HOMO and LUMO comes out at 10.586 eV. As for the HOMO energy: -9.697 eV. The calculation puts the relative energy (zero: lowest compared OMol25 entry of this formula, charge and spin) at 100.8 kJ/mol.

---

The following is a DFT calculation (wB97M-V/def2-TZVPD) of 2 unconnected molecules or ions with the total composition C4H10O2 at a distorted geometry.

Atoms and positions in Å:
C 1.089 -2.049 0.152
C 1.546 -0.626 0.370
C 0.977 0.387 -0.285
C 1.160 1.816 0.166
O 0.400 2.655 -0.725
H 1.935 -2.705 0.339
H 0.740 -2.176 -0.865
H 0.407 -2.334 0.938
H 2.437 -0.373 0.932
H 0.383 0.252 -1.193
H 0.629 1.968 1.100
H 2.219 2.066 0.193
H 0.892 3.427 -1.035
O -4.083 -1.666 0.305
H -5.016 -1.716 0.072
H -3.860 -2.594 0.448

As for the SMILES: C/C=C/CO.O. The gap between HOMO and LUMO comes out at 9.805 eV. As for the HOMO energy: -8.891 eV. The calculation puts the relative energy (zero: lowest compared OMol25 entry of this formula, charge and spin) at 190.4 kJ/mol.

---

Q: Which value of relative energy (zero: lowest compared OMol25 entry of this formula, charge and spin) does entry 4 give?
A: 400.9 kJ/mol

---

Q: Which value of relative energy (zero: lowest compared OMol25 entry of this formula, charge and spin) does entry 7 give?
A: 100.8 kJ/mol

---

Copy entry 8 word for word.
The following is a DFT calculation (wB97M-V/def2-TZVPD) of 2 unconnected molecules or ions with the total composition C4H10O2 at a distorted geometry.

Atoms and positions in Å:
C 1.089 -2.049 0.152
C 1.546 -0.626 0.370
C 0.977 0.387 -0.285
C 1.160 1.816 0.166
O 0.400 2.655 -0.725
H 1.935 -2.705 0.339
H 0.740 -2.176 -0.865
H 0.407 -2.334 0.938
H 2.437 -0.373 0.932
H 0.383 0.252 -1.193
H 0.629 1.968 1.100
H 2.219 2.066 0.193
H 0.892 3.427 -1.035
O -4.083 -1.666 0.305
H -5.016 -1.716 0.072
H -3.860 -2.594 0.448

As for the SMILES: C/C=C/CO.O. The gap between HOMO and LUMO comes out at 9.805 eV. As for the HOMO energy: -8.891 eV. The calculation puts the relative energy (zero: lowest compared OMol25 entry of this formula, charge and spin) at 190.4 kJ/mol.